The following is a DFT calculation (the ωB97M-V functional and the def2-TZVPD basis) of an isolated molecule of C8H17O4PS.

CARTESIAN COORDINATES (ANGSTROEM)
C 1.56654 1.77046 -1.48293
C 1.95979 0.40041 -2.04114
C 1.40696 0.53512 -0.62852
C 1.51639 -2.79032 -0.62190
C -3.52910 1.10340 0.58931
C 1.71391 1.39693 1.86354
C -0.00711 -2.70022 -0.21750
C -2.35000 1.71456 -0.08339
O -1.00665 -0.40948 -1.81128
O 3.93936 0.52800 0.54904
O -0.39988 -1.55146 0.42847
O -1.14229 0.90619 0.48296
P -0.45061 -0.20561 -0.48670
S 2.54057 0.12870 0.81054
H 2.43787 2.36519 -1.35215
H 0.74083 2.35971 -1.95968
H 1.45238 -0.25908 -2.74510
H 3.07656 0.06420 -1.86143
H 1.70753 -1.97698 -1.51320
H 2.17272 -2.52156 0.23846
H 1.63163 -3.78780 -1.05075
H -4.33777 1.60197 0.07681
H -3.58379 -0.07063 0.48263
H -3.50540 1.24282 1.63658
H 1.17300 0.97139 2.73090
H 0.95145 2.07253 1.40232
H 2.62284 2.00054 2.25160
H -0.31665 -3.44646 0.64176
H -0.67342 -3.01088 -1.06852
H -2.37081 2.70075 0.17592
H -2.23367 1.65063 -1.21872

Forces on the atoms, in the same order (eV/Å):
C -0.39 -0.73 -1.39
C 2.39 -1.32 1.88
C -2.00 -1.17 -0.26
C -1.28 2.30 -1.34
C -0.21 -2.88 -1.86
C 0.95 1.50 1.19
C 0.17 -4.21 0.88
C 1.73 -4.43 -1.36
O -0.55 -0.03 -0.89
O -0.21 0.48 -0.30
O -0.39 3.81 -0.32
O -0.47 0.34 -1.34
P 2.36 2.03 2.00
S -1.92 0.38 -0.21
H 0.53 0.52 0.60
H 0.49 -1.00 0.75
H -0.28 0.77 0.02
H -1.94 1.22 -1.01
H -0.37 -2.17 2.22
H -0.43 -0.61 -0.79
H 0.48 0.13 0.25
H -1.02 -0.20 0.38
H 0.00 2.37 -0.30
H -0.08 0.67 1.05
H 0.62 -0.26 -0.43
H 1.01 -0.63 -0.19
H -1.57 -0.82 -0.52
H 1.22 0.65 -1.86
H 0.63 0.80 0.53
H 1.20 2.72 1.02
H -0.67 -0.23 1.59

Properties
- HOMO level (eV) = -9.09
- gap between HOMO and LUMO (eV) = 9.799
- calculated total energy (eV) = -36883.958
- LUMO (eV) = 0.71
- energy relative to the best compared isomer or geometry (same formula, charge and spin) (kJ/mol) = 5.4

***

The following is a DFT calculation (the ωB97M-V functional and the def2-TZVPD basis) of a structure of composition C8H17OP2Ru.

CARTESIAN COORDINATES (ANGSTROEM)
C -0.95750 0.45520 -2.42155
C -1.57527 1.39429 -3.32734
C -0.53903 2.29356 -3.70151
C 0.72665 1.80899 -3.27914
C 0.47537 0.65886 -2.47164
Ru -0.85813 -1.40020 -0.04876
P -0.20727 -3.16446 -1.19494
H -1.44763 -0.32513 -1.78996
H -2.64095 1.42829 -3.58566
H -0.66652 3.20180 -4.31608
H 1.19727 0.00443 -1.98101
H 1.70935 2.22755 -3.43057
H 1.12169 -3.23937 -1.81963
H -1.03376 -3.51080 -2.32415
H -0.13120 -4.35577 -0.38298
C -0.05632 -1.40134 2.36296
P 0.15877 0.34596 2.03974
C -0.71779 1.19204 3.38683
C 1.92910 0.66212 2.27805
O -0.33581 0.67399 0.64992
H 0.48281 -2.05377 1.63339
H -1.12323 -1.67447 2.36105
H 0.34028 -1.50878 3.38544
H -0.38387 0.80857 4.35410
H -0.57070 2.27145 3.33064
H -1.79380 1.04082 3.29440
H 2.54048 0.00877 1.65268
H 2.21753 1.68011 2.01025
H 2.13947 0.47728 3.33544

Forces on the atoms, in the same order (eV/Å):
C -1.08 0.73 -1.63
C 0.61 -0.65 1.58
C -1.27 -0.03 -1.13
C 0.34 -2.74 2.55
C 1.10 2.14 -1.32
Ru -1.88 0.97 0.28
P 1.32 -0.95 -0.71
H -0.09 0.66 -0.85
H 0.68 0.21 0.29
H -0.04 -0.64 0.42
H -0.17 0.40 -0.15
H -0.14 0.14 -0.19
H -0.69 -0.56 -0.05
H 0.61 -0.20 0.61
H -0.11 0.30 -0.85
C 0.34 -0.04 0.95
P -0.06 0.46 -0.44
C 0.02 0.07 -0.24
C -0.13 0.03 0.13
O 0.39 0.20 0.44
H 0.09 0.27 0.55
H 0.10 0.15 0.10
H 0.05 -0.64 -0.27
H 0.02 0.12 -0.07
H 0.25 -0.05 0.02
H 0.05 -0.27 -0.13
H -0.23 -0.18 0.08
H -0.30 0.05 0.15
H 0.23 0.05 -0.11

Properties
- HOMO level (alpha / beta) (eV) = -3.74 / -7.71
- gap between HOMO and LUMO (alpha / beta) (eV) = 4.111 / 6.404
- multiplicity = 6
- calculated total energy (eV) = -31771.880
- LUMO (alpha / beta) (eV) = 0.37 / -1.30
- <S²> = 8.7800

***

The following is a DFT calculation (the ωB97M-V functional and the def2-TZVPD basis) of a structure of composition C8H18AgBr2F2N2O2Pt.

CARTESIAN COORDINATES (ANGSTROEM)
Ag 0.69687 0.56503 2.80444
Pt 2.38383 1.33087 0.27797
F 2.41462 -0.40875 1.49715
F 0.31630 0.92061 0.22986
Br -1.95800 -3.19473 -1.43174
C -1.09470 -1.97175 -0.12308
C -2.12675 -1.01068 0.47719
Br -1.96390 -1.02975 2.44391
H -0.31752 -1.39488 -0.61370
H -0.68598 -2.60429 0.65495
H -3.14582 -1.25878 0.18637
H -2.03355 0.01332 0.12118
C -1.71573 2.63745 2.19215
O -1.16790 2.31111 3.24841
N -3.02007 2.55227 1.96020
C -3.63038 2.96390 0.71902
C -3.91343 1.95062 2.96645
H -1.14397 3.09381 1.37436
H -3.48729 2.20237 -0.04669
H -3.15782 3.90559 0.41545
H -4.64994 3.32465 0.83771
H -4.74169 1.49629 2.42825
H -3.39083 1.29744 3.65393
H -4.35302 2.74994 3.56936
C 2.63376 -1.10340 -1.80544
O 2.56202 0.09169 -1.48150
N 3.67994 -1.63337 -2.41894
C 3.79577 -3.10298 -2.54543
C 4.73789 -0.82625 -2.95664
H 1.87654 -1.83995 -1.52810
H 4.67599 -3.40390 -1.98126
H 3.93903 -3.37399 -3.58931
H 2.85320 -3.46043 -2.14150
H 4.69869 0.20622 -2.61744
H 5.72789 -1.22388 -2.72848
H 4.70594 -0.77143 -4.04904

Forces on the atoms, in the same order (eV/Å):
Ag -0.77 0.05 -0.26
Pt -1.40 -2.09 -0.22
F 0.05 1.09 -0.04
F 0.87 0.66 0.34
Br 0.50 0.57 0.42
C -0.68 0.11 -0.05
C -0.23 -0.02 -0.42
Br 0.02 0.19 -0.49
H 0.04 -0.19 -0.13
H 0.11 -0.13 -0.16
H -0.01 -0.49 0.59
H 0.61 0.04 0.31
C -0.07 0.53 -0.13
O 0.63 -0.69 0.00
N -0.54 -0.80 1.04
C 0.82 1.32 -0.39
C -0.18 0.98 -0.09
H -0.04 -0.09 -0.15
H -0.46 0.11 -0.12
H 0.33 -0.35 -0.34
H -0.22 -0.76 0.23
H 0.14 -0.45 0.15
H 0.07 -0.22 -0.30
H 0.03 0.05 0.01
C 0.90 -0.86 0.70
O 0.10 1.22 -0.37
N -0.38 -0.24 -0.13
C -0.21 1.25 -0.13
C 0.95 0.71 -0.63
H -0.20 0.15 0.09
H -0.20 -0.26 0.17
H -0.19 -0.08 -0.01
H 0.27 -0.72 -0.06
H -0.20 -0.16 0.26
H -0.17 -0.17 0.31
H -0.31 -0.23 0.02

Properties
- HOMO level (alpha / beta) (eV) = -12.29 / -12.28
- gap between HOMO and LUMO (alpha / beta) (eV) = 7.133 / 6.709
- multiplicity = 3
- net charge = +1
- calculated total energy (eV) = -168419.610
- LUMO (alpha / beta) (eV) = -5.15 / -5.58
- <S²> = 2.0043

***

The following is a DFT calculation (the ωB97M-V functional and the def2-TZVPD basis) of a structure of composition C8H18AlBr2Tl.

CARTESIAN COORDINATES (ANGSTROEM)
C -0.14965 3.11983 -1.27047
C -0.86947 3.00518 0.06032
C -0.44885 1.80510 0.93932
C -1.32597 0.57742 0.79059
C -2.03580 0.35771 -0.53343
Al -0.36220 -1.26300 1.17766
Br 0.07367 -1.70817 3.31337
C 1.56993 -1.18128 0.34979
C 1.72556 -2.65405 0.13413
C 2.65975 -2.82158 -1.11700
Br 2.39611 -3.52966 1.67761
H 0.92110 2.97819 -1.14640
H -0.51492 2.42313 -2.02114
H -0.30181 4.10861 -1.68935
H -1.95022 3.03111 -0.06690
H -0.62224 3.87917 0.65722
H 0.60563 1.60444 0.75790
H -0.51088 2.09826 1.98307
H -2.04850 0.56642 1.61097
H -2.38804 -0.67813 -0.61310
H -2.93210 0.98285 -0.54286
H -1.42361 0.58871 -1.39584
H -1.30288 -2.41500 0.56096
H 1.62047 -0.54458 -0.52712
H 2.18117 -0.78103 1.15337
H 0.80473 -3.18331 -0.12021
H 2.98365 -3.85345 -1.15299
H 3.52781 -2.17968 -1.03542
H 2.07759 -2.60463 -2.00502
Tl -3.96002 -1.72858 0.07097

Forces on the atoms, in the same order (eV/Å):
C -0.13 -0.05 -0.06
C 0.11 0.12 0.04
C -0.11 -0.12 0.24
C 0.13 1.12 -0.80
C 0.37 0.11 0.30
Al -0.64 -0.86 0.45
Br 0.16 0.07 0.24
C 0.82 0.12 -0.17
C -0.30 0.13 0.07
C 0.04 -0.08 0.10
Br 0.24 -0.11 0.18
H 0.12 -0.01 -0.02
H 0.03 -0.17 -0.08
H -0.01 0.17 -0.05
H -0.11 0.04 0.00
H 0.00 0.15 0.08
H 0.12 0.01 -0.17
H 0.10 -0.01 0.19
H 0.11 -0.59 0.30
H 1.10 0.64 -0.68
H -0.02 0.23 -0.13
H 0.03 -0.05 -0.16
H -0.17 0.21 -0.14
H -0.35 0.00 -0.25
H -0.15 0.16 0.25
H -0.15 -0.09 -0.11
H 0.01 -0.18 -0.01
H 0.11 0.10 -0.06
H -0.01 0.20 -0.12
Tl -1.46 -1.23 0.57

Properties
- HOMO level (eV) = -16.16
- gap between HOMO and LUMO (eV) = 4.701
- net charge = +2
- calculated total energy (eV) = -159944.195
- LUMO (eV) = -11.46

***

The following is a DFT calculation (the ωB97M-V functional and the def2-TZVPD basis) of a structure of composition C8H18B3ClN2O5.

CARTESIAN COORDINATES (ANGSTROEM)
C 1.07090 -2.62488 -0.05139
C 0.30922 -1.33157 -0.32114
C 0.35726 -0.90798 -1.79193
C 0.18352 0.59480 -1.99078
C 1.37137 1.40621 -1.41594
B -1.15713 1.08853 -1.34788
O -1.26386 2.29441 -0.65578
B -1.95797 2.10545 0.51251
Cl -1.27465 2.76981 2.00718
O -3.11724 1.39068 0.53208
B -3.14915 0.31623 -0.34592
C -4.12595 -0.89503 -0.11857
C -4.25759 -1.73524 -1.36445
O -5.34431 -2.03999 -1.85364
O -2.30378 0.29535 -1.43471
H 2.11202 -2.40795 0.15616
H 0.67168 -3.09625 0.84257
H 0.98282 -3.30820 -0.88761
H 0.67687 -0.54848 0.33759
H -0.73747 -1.49640 -0.06156
H -0.47618 -1.40724 -2.28534
H 1.25549 -1.27460 -2.28025
H 0.14423 0.83437 -3.05489
H 1.38334 2.39158 -1.86640
H 2.29907 0.88390 -1.61589
H 1.27110 1.53547 -0.34624
H -5.12385 -0.57226 0.15672
H -3.71913 -1.55266 0.64980
H -3.33516 -2.08652 -1.85618
C 3.36450 0.75843 2.40788
O 3.26514 -0.21130 1.67563
N 2.29190 1.54226 2.73296
N 4.55744 1.13856 2.96058
H 2.34812 2.34369 3.33077
H 1.40416 1.29227 2.34141
H 5.36127 0.58335 2.73940
H 4.66200 1.93119 3.56328

Forces on the atoms, in the same order (eV/Å):
C -0.16 0.38 0.44
C -0.07 -0.26 -0.21
C -0.56 -0.04 0.03
C 0.39 0.74 0.43
C -0.53 -0.36 -0.27
B -0.17 0.06 -1.20
O 0.32 -0.78 0.62
B 0.01 1.09 -0.05
Cl -0.24 -0.01 -0.11
O 0.34 -0.61 0.39
B -0.62 -0.16 -0.45
C 0.00 0.04 -0.88
C -1.95 -0.56 -0.78
O 1.78 0.56 0.79
O 0.38 0.08 0.81
H 0.27 -0.03 -0.17
H 0.00 -0.24 0.07
H 0.01 -0.21 -0.13
H 0.20 0.12 0.08
H -0.18 0.08 0.09
H 0.00 -0.17 -0.21
H 0.33 0.12 0.02
H -0.13 -0.20 -0.26
H 0.17 0.21 -0.01
H 0.29 0.04 -0.05
H 0.16 0.05 0.28
H -0.13 0.01 0.33
H 0.08 0.04 0.30
H 0.08 0.03 0.14
C -0.01 0.00 -0.02
O -0.04 0.03 0.00
N 0.04 -0.04 0.00
N -0.04 -0.02 -0.02
H 0.02 0.02 0.00
H -0.06 0.01 -0.01
H 0.02 -0.03 -0.02
H -0.02 0.02 0.01

Properties
- HOMO level (eV) = -9.85
- gap between HOMO and LUMO (eV) = 10.167
- calculated total energy (eV) = -36367.072
- LUMO (eV) = 0.32

***

The following is a DFT calculation (the ωB97M-V functional and the def2-TZVPD basis) of a structure of composition C8H18BCuO2P2.

CARTESIAN COORDINATES (ANGSTROEM)
C -0.39815 3.11144 1.22429
C -0.77185 2.23581 1.97541
C -1.19048 1.00263 2.72820
C -2.16123 0.17679 1.83945
C -1.51451 -0.96274 1.02842
B 0.00477 -0.69005 0.48982
P 0.81278 -2.48672 0.18252
O 2.39597 -2.17223 -0.24637
O 0.91927 -3.06054 1.73839
P 0.13692 0.22214 -1.18632
C 1.80398 1.03270 -1.26867
C 0.12957 -0.91873 -2.62215
C 0.51808 -0.20514 -3.95685
H -0.24446 3.76698 0.39421
H -1.75858 1.34063 3.61503
H -0.32520 0.45682 3.10178
H -2.89103 -0.27617 2.52345
H -2.72839 0.88509 1.22777
H -2.14869 -1.12032 0.14333
H -1.52496 -1.92465 1.55703
H 0.74647 -0.14490 1.27327
H 2.82670 -1.86074 0.56516
H 0.94568 -2.29896 2.33841
H 2.54013 0.29785 -1.62273
H 2.11138 1.35383 -0.27083
H 1.82160 1.85744 -1.98702
H -0.85510 -1.38901 -2.72370
H 0.83901 -1.75511 -2.51390
H 0.21793 0.84482 -3.95894
H 1.60721 -0.27904 -4.03686
H 0.11526 -0.74261 -4.81674
Cu -1.98008 3.70266 3.26512

Forces on the atoms, in the same order (eV/Å):
C -0.80 0.20 0.14
C -0.01 -0.62 0.78
C -0.57 0.93 -0.20
C -0.06 -0.60 0.73
C 0.32 0.14 -0.84
B -0.75 0.50 0.27
P 0.62 -1.06 -0.69
O -0.95 -0.06 0.89
O 0.09 0.97 -0.66
P 0.91 -0.10 -0.05
C -0.07 -0.56 -0.33
C -0.19 0.07 -0.99
C 0.34 -0.45 0.70
H 0.26 0.17 0.19
H 0.15 -0.24 0.02
H 0.00 0.06 -0.16
H 0.05 0.15 -0.11
H 0.18 -0.21 -0.17
H 0.03 -0.12 0.23
H -0.23 0.35 0.29
H 0.16 0.06 0.18
H 0.43 0.06 -0.28
H 0.07 -0.26 0.28
H -0.13 0.05 0.14
H -0.16 0.14 -0.15
H -0.07 0.01 0.24
H 0.04 0.21 0.22
H -0.10 0.19 0.49
H -0.04 -0.15 -0.24
H -0.13 0.36 -0.14
H -0.14 0.20 0.11
Cu 0.75 -0.38 -0.90

Properties
- HOMO level (alpha / beta) (eV) = -10.58 / -10.44
- gap between HOMO and LUMO (alpha / beta) (eV) = 4.681 / 4.538
- multiplicity = 2
- net charge = +1
- calculated total energy (eV) = -76566.461
- LUMO (alpha / beta) (eV) = -5.90 / -5.90
- <S²> = 0.7596

***

The following is a DFT calculation (the ωB97M-V functional and the def2-TZVPD basis) of a structure of composition C8H18Br2Si.

CARTESIAN COORDINATES (ANGSTROEM)
C -2.50147 -1.13518 -1.54198
C -2.04943 2.35039 0.14491
C 0.59193 -1.11592 2.80188
C 3.37593 0.20956 -2.10800
C -1.00211 -0.94395 -1.29531
C -0.72617 1.73850 0.61602
C -0.62251 -1.31018 1.89286
C 2.92839 0.03310 -0.68502
Si -0.62144 -0.14235 0.38721
Br 3.07141 1.73818 0.30232
Br 3.95578 -1.35296 0.23960
H -2.66382 -1.64960 -2.48337
H -2.95347 -1.72785 -0.75238
H -3.01607 -0.17874 -1.58654
H -2.04570 3.42380 0.32537
H -2.20141 2.19210 -0.91939
H -2.89167 1.92028 0.68074
H 1.51565 -1.30077 2.25947
H 0.62947 -0.10399 3.19685
H 0.55080 -1.80823 3.64118
H 4.43257 0.47938 -2.22802
H 2.77470 0.99608 -2.56945
H 3.20516 -0.72493 -2.64554
H -0.57970 -0.34737 -2.10322
H -0.51085 -1.91933 -1.34530
H -0.58089 1.97892 1.67120
H 0.09981 2.21755 0.08427
H -1.53321 -1.17389 2.48437
H -0.63168 -2.34259 1.53526

Forces on the atoms, in the same order (eV/Å):
C 0.06 0.05 0.00
C 0.07 -0.01 0.06
C 0.06 0.03 -0.05
C -0.37 -0.12 -0.07
C -0.32 0.26 0.42
C -0.25 -0.41 -0.03
C -0.19 0.35 -0.31
C -0.04 0.33 0.84
Si 1.62 -0.34 -0.48
Br 0.02 -0.45 -0.28
Br -0.36 0.34 -0.29
H -0.13 -0.10 -0.18
H -0.16 -0.10 0.10
H -0.13 0.08 0.00
H -0.07 0.09 -0.02
H -0.07 -0.01 -0.13
H -0.18 0.00 0.01
H 0.12 0.04 -0.04
H 0.07 0.11 0.08
H -0.01 -0.01 0.09
H -0.06 -0.02 0.24
H 0.02 -0.05 -0.01
H 0.01 0.01 -0.03
H 0.15 0.13 0.08
H 0.15 0.12 0.20
H 0.10 -0.16 0.06
H 0.11 -0.22 0.00
H -0.09 0.00 -0.08
H -0.11 0.07 -0.18

Properties
- HOMO level (alpha / beta) (eV) = -7.75 / -6.03
- gap between HOMO and LUMO (alpha / beta) (eV) = 7.632 / 5.020
- calculated total energy (eV) = -156547.553
- LUMO (alpha / beta) (eV) = -0.12 / -1.01
- energy relative to the best compared isomer or geometry (same formula, charge and spin) (kJ/mol) = 439.0

***

The following is a DFT calculation (the ωB97M-V functional and the def2-TZVPD basis) of a cluster of 2 separate species, C8H18Br2Si in total.

CARTESIAN COORDINATES (ANGSTROEM)
C 1.35588 -1.84018 1.82555
C 0.02029 -2.15035 1.17932
C -0.98134 -2.46817 2.26034
C 0.17021 -3.22788 0.08455
Si -0.53125 -0.59256 0.36456
Br -0.72137 0.95426 1.85927
Br -2.38309 -0.89224 -0.78452
H 2.20625 -2.05247 1.06910
H 1.41522 -0.96827 2.42544
H 1.42327 -2.79925 2.34237
H -0.90311 -1.87603 3.06373
H -0.97048 -3.53937 2.72140
H -1.98777 -2.45704 1.88611
H 0.93320 -3.96464 0.37356
H -0.69270 -3.79140 -0.10131
H 0.53930 -2.70272 -0.74450
H 0.56047 0.02324 -0.38137
C -1.44831 2.46543 -1.82227
C -0.18392 2.77407 -1.59797
C 0.37796 3.73823 -0.54234
C 0.93148 2.27586 -2.47070
H -1.84039 1.96481 -2.70322
H -2.18544 2.87698 -1.17387
H -0.53932 4.10228 -0.13067
H 0.93773 3.18856 0.21295
H 1.00732 4.43941 -0.95095
H 1.94846 2.01783 -1.96956
H 0.96910 3.03504 -3.25627
H 0.57235 1.46658 -3.03873

Forces on the atoms, in the same order (eV/Å):
C 1.53 -3.33 -2.12
C -0.81 0.16 -0.34
C -0.85 -4.56 -1.46
C 1.33 0.24 2.12
Si 0.36 0.16 -0.54
Br -0.54 0.90 0.99
Br -0.15 0.00 -0.14
H -1.12 1.36 1.01
H 0.28 0.61 0.50
H 0.65 0.38 1.24
H 0.23 2.56 2.87
H 0.73 1.40 -0.99
H -0.70 0.39 -0.24
H 0.00 0.17 0.09
H -1.49 -0.38 -0.50
H 0.44 0.18 -1.79
H 0.08 -0.25 -0.71
C -0.16 0.56 -0.01
C 2.36 -0.04 0.23
C -2.75 -3.08 0.48
C 0.67 0.37 0.01
H 0.44 -0.40 0.24
H -0.65 0.33 0.40
H -0.08 1.09 0.91
H -0.03 -0.09 0.10
H 1.19 1.84 -1.11
H -1.88 0.74 -0.85
H 1.07 0.30 0.13
H -0.15 -1.62 -0.50

Properties
- HOMO level (eV) = -9.17
- gap between HOMO and LUMO (eV) = 9.804
- structure (SMILES) = CC(C)(C)[SiH](Br)Br.C=C(C)C
- calculated total energy (eV) = -156551.343
- LUMO (eV) = 0.63
- energy relative to the best compared isomer or geometry (same formula, charge and spin) (kJ/mol) = 73.3